Density functional theory data (ωB97M-V/def2-TZVPD) for a structure of composition C3H8NS3.

Its multiplicity is 1. As for the total charge: +1. The value obtained for the HOMO-LUMO gap (alpha / beta) is 6.5 / 6.5 eV. The LUMO energy (alpha / beta) comes out at -5.825 / -5.821 eV. The total energy comes out at -37225.641 eV. The energy above the lowest of the compared OMol25 structures with the same formula, charge and spin is 96.8 kcal/mol.

Last column: natural (NBO) charge in e.
Element x y z (Å)
S (-1.217, -1.081, -0.751)  0.78
C (0.484, 0.999, 0.074)  -0.24
H (-0.091, 1.156, 0.906)  0.22
H (3.707, -0.240, 0.628)  0.15
H (-2.759, 0.280, 0.357)  0.24
H (0.855, 1.977, -0.222)  0.27
C (-0.387, 0.484, -1.125)  -0.58
C (-2.301, -0.637, 0.347)  -0.57
S (2.973, 0.245, -0.396)  0.19
H (-1.221, 1.062, -1.530)  0.27
H (-2.749, -1.405, 0.820)  0.23
N (1.450, 0.023, 0.469)  -0.71
H (0.095, -1.362, 1.790)  0.14
H (0.086, 0.101, -2.027)  0.25
S (1.075, -1.603, 0.661)  0.36

---

Density functional theory data (ωB97M-V/def2-TZVPD) for a structure of composition C12H8N7O9.

Its multiplicity is 1. As for the total charge: -1. The value obtained for the HOMO-LUMO gap is 6.0 eV. The LUMO energy comes out at 1.522 eV. The total energy comes out at -41421.392 eV.

Last column: natural (NBO) charge in e.
Element x y z (Å)
O (1.759, -2.744, -0.748)  -0.66
C (-0.605, 1.676, -0.861)  0.06
C (0.807, -2.352, -0.064)  0.67
O (3.461, 0.496, -2.144)  -0.35
H (0.173, -4.585, -1.333)  0.21
O (-2.398, 0.086, -0.728)  -0.39
C (1.747, 1.677, -1.029)  -0.01
O (0.113, 6.177, -1.261)  -0.38
N (2.773, 3.981, -1.300)  -0.10
N (0.767, 5.149, -1.243)  0.41
N (-1.927, 1.216, -0.801)  0.41
N (-0.203, -3.270, 0.235)  -0.48
H (-0.911, -5.185, -0.029)  0.23
O (-2.758, 2.338, -0.872)  -0.15
C (0.584, 0.968, -0.820)  -0.16
N (-2.018, 3.504, -0.969)  -0.09
C (-1.260, -3.056, 1.141)  0.82
O (2.178, 5.219, -1.354)  -0.17
O (3.728, 0.911, -0.001)  -0.36
C (-0.378, -0.748, 1.420)  0.68
C (-0.720, 3.086, -0.978)  0.08
H (0.854, -5.071, 0.231)  0.20
H (0.518, -0.189, -0.610)  0.31
C (0.678, -0.956, 0.409)  -0.69
O (-0.484, 0.303, 2.065)  -0.68
C (-0.014, -4.618, -0.259)  -0.41
H (-1.849, -1.296, 3.617)  0.20
N (3.086, 0.977, -1.064)  0.52
H (1.641, -0.640, 0.842)  0.25
C (0.502, 3.797, -1.124)  0.02
H (-3.006, -2.300, 2.690)  0.23
H (-2.853, -0.540, 2.361)  0.21
C (1.727, 3.118, -1.165)  0.11
N (-1.316, -1.748, 1.657)  -0.48
C (-2.328, -1.453, 2.647)  -0.41
O (-2.066, -3.929, 1.443)  -0.66

---

Density functional theory data (ωB97M-V/def2-TZVPD) for a cluster of 2 separate species, C3H10N4 in total.

Its multiplicity is 1. The value obtained for the HOMO-LUMO gap is 9.2 eV. The LUMO energy comes out at 0.948 eV. The total energy comes out at -9229.412 eV. Its SMILES is C=NNC.C=NN. The energy above the lowest of the compared OMol25 structures with the same formula, charge and spin is 96.2 kcal/mol.

Last column: natural (NBO) charge in e.
Element x y z (Å)
H (0.013, 1.902, -1.478)  0.21
H (0.877, 3.004, -0.386)  0.20
H (-0.271, -1.312, -1.950)  0.36
N (0.667, 0.990, 0.274)  -0.50
H (1.778, 1.771, -1.314)  0.21
C (-1.583, 0.683, 0.699)  -0.13
N (-0.259, -1.244, -0.940)  -0.74
C (0.849, 1.985, -0.784)  -0.42
H (-1.471, -0.084, -0.255)  0.24
C (0.127, -2.597, 0.833)  -0.21
N (-0.511, 1.210, 1.118)  -0.29
H (1.454, 1.007, 0.914)  0.38
H (-2.417, 0.813, 1.380)  0.19
H (0.354, -1.751, 1.485)  0.14
H (0.139, -3.586, 1.262)  0.18
H (0.373, -0.302, -0.452)  0.39
N (-0.118, -2.489, -0.407)  -0.22

---

Density functional theory data (ωB97M-V/def2-TZVPD) for a cluster of 6 separate species, C18H36O6 in total.

Its multiplicity is 1. The value obtained for the HOMO-LUMO gap is 9.8 eV. The LUMO energy comes out at 0.253 eV. The total energy comes out at -31532.540 eV. Its SMILES is CC(C)=O.CC(C)=O.CC(C)=O.CC(C)=O.CC(C)=O.CC(C)=O. The energy above the lowest of the compared OMol25 structures with the same formula, charge and spin is 42.6 kcal/mol.

Last column: natural (NBO) charge in e.
Element x y z (Å)
H (2.056, 6.348, 0.208)  0.22
H (4.499, -5.830, 4.606)  0.24
H (-7.321, 5.426, 0.889)  0.23
O (3.169, -4.645, -3.820)  -0.52
H (4.294, -5.972, 2.863)  0.24
H (-4.885, -3.558, -5.258)  0.23
C (2.135, 8.335, 1.314)  0.59
C (-5.946, -3.473, -5.023)  -0.72
H (-0.585, -1.355, 1.007)  0.22
H (6.071, -7.388, 1.456)  0.24
H (0.609, 1.724, 2.523)  0.24
H (-4.583, 7.134, 0.474)  0.24
H (-6.284, -2.535, -5.463)  0.22
H (3.484, -1.497, -3.478)  0.22
H (-0.321, 1.002, 1.304)  0.22
H (-8.236, -4.117, -3.580)  0.23
O (-4.512, 4.918, 2.299)  -0.55
H (-4.815, 7.590, 2.246)  0.24
C (6.750, -7.116, 2.264)  -0.74
H (5.589, -4.843, 3.616)  0.22
C (5.924, -7.023, 3.527)  0.59
H (0.647, 7.484, 0.043)  0.24
C (3.282, -2.336, -4.144)  -0.74
H (-6.056, 4.749, -0.240)  0.24
H (7.129, -6.157, 1.911)  0.23
H (2.871, 8.324, 3.369)  0.24
H (2.582, 6.732, 2.598)  0.22
C (-6.382, 4.881, 0.792)  -0.73
H (-7.750, -3.420, -1.953)  0.24
H (-0.349, -2.484, 2.412)  0.25
C (0.614, 0.867, 1.848)  -0.72
C (-7.662, -3.366, -3.038)  -0.73
O (2.458, 9.517, 1.084)  -0.55
C (3.821, -3.693, -3.693)  0.61
H (1.454, 0.955, 1.159)  0.23
C (1.726, 7.386, 0.160)  -0.73
H (5.924, -3.360, -3.959)  0.23
H (5.330, -2.952, -2.356)  0.22
H (2.193, -2.373, -4.097)  0.24
H (0.981, -2.105, 1.456)  0.24
H (-8.148, -2.436, -3.330)  0.23
C (0.061, -1.658, 1.831)  -0.72
H (-6.450, -4.369, -5.385)  0.22
C (5.020, -5.772, 3.651)  -0.72
H (-6.175, 7.330, 1.055)  0.21
C (0.479, -0.475, 2.584)  0.58
C (-5.295, 5.545, 1.574)  0.59
C (-5.179, 7.034, 1.382)  -0.72
O (5.704, -8.011, 4.261)  -0.55
H (1.206, 7.756, 3.084)  0.24
C (2.226, 7.757, 2.698)  -0.71
H (-6.457, 3.855, 1.151)  0.24
O (-5.281, -3.723, -2.762)  -0.54
O (0.611, -0.524, 3.790)  -0.54
C (-6.217, -3.489, -3.480)  0.60
H (5.535, -4.631, -2.702)  0.23
H (3.800, -2.016, -5.047)  0.24
C (5.256, -3.683, -3.161)  -0.72
H (7.362, -8.017, 2.300)  0.25
H (2.035, 7.750, -0.820)  0.24

---

Density functional theory data (ωB97M-V/def2-TZVPD) for a cluster of 16 separate species, C16H64O16 in total.

Its multiplicity is 1. The value obtained for the HOMO-LUMO gap is 9.3 eV. The LUMO energy comes out at -0.124 eV. The total energy comes out at -50381.726 eV. The energy above the lowest of the compared OMol25 structures with the same formula, charge and spin is 171.6 kcal/mol.

Last column: Mulliken charge in e.
Element x y z (Å)
H (5.249, 17.361, -21.995)  0.31
H (1.654, 17.106, -22.323)  0.27
C (-5.284, 17.438, -13.961)  -0.53
H (-4.705, 23.266, -20.581)  0.29
H (3.523, 19.817, -17.699)  0.32
O (0.744, 16.991, -22.605)  -0.49
H (-1.326, 14.999, -23.032)  0.30
H (1.970, 20.829, -22.860)  0.32
H (-2.257, 24.671, -24.448)  0.30
H (-1.317, 19.681, -19.455)  0.01
O (-2.421, 18.226, -16.789)  -0.34
H (-3.250, 22.190, -21.779)  0.17
C (0.178, 22.339, -18.029)  -0.57
C (2.019, 21.330, -21.893)  -0.81
H (-0.379, 18.079, -24.003)  0.27
H (4.139, 17.308, -23.308)  0.30
C (4.227, 17.625, -22.269)  -0.70
O (1.293, 21.546, -18.280)  -0.40
H (-3.586, 11.900, -18.134)  0.33
H (0.436, 19.167, -19.560)  -0.02
H (4.287, 18.329, -19.010)  0.25
H (-0.739, 18.855, -16.021)  0.26
C (-4.293, 18.003, -21.787)  -0.13
H (4.127, 18.688, -22.050)  0.13
C (-0.963, 23.990, -23.275)  -0.43
H (-1.910, 17.916, -17.540)  0.18
H (-4.409, 17.604, -13.332)  0.26
H (-5.587, 18.435, -14.279)  0.20
H (-5.293, 18.035, -21.354)  0.37
H (-3.017, 15.162, -22.602)  0.30
H (-4.045, 16.992, -22.112)  -0.01
H (-1.826, 13.938, -17.172)  0.41
O (3.450, 17.987, -18.687)  -0.51
H (-2.283, 19.592, -15.386)  0.38
H (0.966, 21.243, -20.251)  0.12
H (-2.054, 14.131, -21.578)  0.20
O (-1.024, 17.707, -19.205)  0.16
H (-3.219, 18.771, -23.243)  0.28
H (3.585, 18.478, -16.583)  0.34
H (-4.108, 21.897, -15.454)  0.25
H (2.417, 15.193, -19.135)  -0.07
H (-4.561, 20.858, -16.779)  0.22
C (-4.456, 21.902, -16.487)  -0.65
H (-3.081, 13.346, -18.959)  0.16
H (-4.620, 17.085, -15.810)  0.29
H (-4.557, 21.134, -21.544)  0.35
H (0.023, 24.441, -23.157)  0.25
H (1.172, 15.623, -16.994)  0.21
C (0.146, 15.333, -16.770)  -0.70
H (3.611, 15.108, -21.090)  0.40
C (-2.016, 15.033, -22.189)  -0.80
O (-5.099, 16.604, -15.131)  -0.50
H (-2.009, 11.990, -18.486)  0.26
H (-6.053, 17.016, -13.314)  0.27
H (-3.896, 22.395, -18.308)  0.34
H (-0.630, 22.382, -18.760)  0.15
H (2.884, 20.869, -21.416)  0.17
C (0.526, 18.142, -23.398)  -0.34
H (2.408, 22.333, -22.067)  0.35
O (-2.516, 13.317, -16.926)  -0.56
O (0.820, 21.269, -21.200)  -0.22
O (-4.067, 18.912, -22.814)  -0.53
H (-2.974, 20.942, -20.719)  0.04
H (0.392, 18.963, -22.694)  -0.14
H (-1.761, 20.208, -16.835)  0.01
H (0.227, 14.324, -16.366)  0.37
O (-3.605, 22.562, -17.408)  -0.47
H (-1.425, 17.229, -19.935)  0.06
C (2.438, 14.311, -19.776)  -0.25
C (-0.603, 18.927, -19.787)  -0.21
H (-0.714, 18.951, -20.871)  -0.03
H (-3.631, 18.222, -20.949)  0.02
H (-5.427, 22.391, -16.572)  0.35
C (-3.766, 21.640, -20.992)  -0.34
O (3.438, 14.228, -20.748)  -0.60
H (0.615, 23.331, -17.918)  0.43
H (-0.771, 16.172, -18.224)  0.38
C (3.131, 18.817, -17.514)  -0.62
H (-0.160, 15.951, -15.925)  0.32
H (-1.351, 23.770, -22.280)  0.14
C (-1.713, 19.282, -16.262)  -0.53
O (-4.198, 22.635, -20.065)  -0.58
H (2.028, 21.898, -17.773)  0.25
O (-1.584, 25.057, -23.881)  -0.54
H (-0.743, 16.470, -21.667)  0.26
H (3.406, 17.283, -20.549)  0.30
C (-2.805, 12.659, -18.158)  -0.61
H (-0.886, 23.064, -23.844)  0.28
O (-1.623, 16.179, -21.416)  -0.34
H (-0.276, 21.978, -17.106)  0.23
H (1.382, 18.436, -24.006)  0.38
O (-0.697, 15.265, -17.916)  -0.27
H (1.541, 14.362, -20.394)  0.21
H (2.521, 13.480, -19.076)  0.32
O (3.244, 17.040, -21.464)  -0.33
H (2.056, 18.918, -17.362)  0.09